{
  "formula": "C33H71N3O12P",
  "method": "wB97M-V/def2-TZVPD",
  "elements": ["C", "C", "O", "C", "C", "C", "C", "C", "O", "C", "C", "C", "C", "C", "C", "C", "C", "N", "N", "P", "N", "O", "H", "H", "H", "H", "H", "H", "H", "H", "H", "H", "H", "H", "H", "H", "H", "H", "H", "H", "H", "H", "H", "H", "H", "H", "H", "H", "H", "H", "H", "C", "O", "C", "C", "O", "C", "C", "O", "C", "H", "H", "H", "H", "H", "H", "H", "H", "H", "H", "H", "H", "H", "H", "C", "O", "C", "C", "O", "C", "C", "O", "C", "H", "H", "H", "H", "H", "H", "H", "H", "H", "H", "H", "H", "H", "H", "C", "O", "C", "C", "O", "C", "C", "O", "C", "H", "H", "H", "H", "H", "H", "H", "H", "H", "H", "H", "H", "H", "H"],
  "coordinates": [[7.126, -2.809, 2.219], [5.763, -2.980, 2.888], [4.703, -2.416, 2.063], [3.776, -1.674, 2.687], [2.712, -2.255, 3.323], [2.585, -3.757, 3.303], [1.716, -4.320, 2.167], [1.999, -3.693, 0.813], [0.326, -4.150, 2.451], [1.768, -1.432, 3.953], [0.665, -2.069, 4.742], [1.872, -0.034, 3.845], [0.841, 0.912, 4.417], [-0.342, 1.193, 3.477], [-1.152, -0.037, 3.076], [0.088, 1.943, 2.215], [2.960, 0.497, 3.200], [3.087, 1.897, 3.128], [3.928, -0.317, 2.639], [5.456, 0.261, 1.800], [5.884, 1.549, 2.847], [4.911, 1.123, 0.543], [7.824, -2.306, 2.885], [7.020, -2.242, 1.301], [7.554, -3.781, 1.984], [5.722, -2.534, 3.883], [5.553, -4.042, 3.018], [2.217, -4.110, 4.263], [3.573, -4.195, 3.162], [1.939, -5.388, 2.087], [1.720, -2.637, 0.816], [1.382, -4.189, 0.066], [3.048, -3.778, 0.535], [-0.077, -5.003, 2.627], [-0.004, -2.621, 4.086], [1.086, -2.762, 5.470], [0.084, -1.335, 5.289], [0.531, 0.546, 5.394], [1.335, 1.866, 4.592], [-1.009, 1.863, 4.027], [-0.507, -0.823, 2.672], [-1.855, 0.220, 2.284], [-1.719, -0.464, 3.903], [0.664, 1.286, 1.556], [0.654, 2.842, 2.446], [-0.807, 2.238, 1.666], [3.766, 2.237, 3.800], [3.421, 2.224, 2.236], [6.421, 1.174, 3.628], [6.535, 2.128, 2.319], [4.018, 1.483, 0.601], [-5.143, 7.768, 6.458], [-4.123, 7.000, 5.857], [-3.999, 7.253, 4.470], [-2.639, 6.831, 3.966], [-1.590, 7.725, 4.294], [-1.118, 7.732, 5.629], [-0.227, 6.563, 5.976], [-0.986, 5.382, 6.178], [-0.249, 4.212, 5.948], [-6.129, 7.506, 6.058], [-5.127, 7.554, 7.524], [-4.971, 8.839, 6.308], [-4.144, 8.320, 4.262], [-4.768, 6.684, 3.928], [-2.681, 6.841, 2.875], [-2.411, 5.811, 4.286], [-1.937, 7.818, 6.345], [-0.507, 8.634, 5.705], [0.320, 6.797, 6.899], [0.500, 6.414, 5.168], [0.160, 4.199, 4.928], [-0.926, 3.366, 6.063], [0.574, 4.106, 6.667], [-0.433, -0.522, -6.550], [-0.004, 0.001, -5.309], [-0.733, 1.152, -4.923], [-0.636, 1.371, -3.431], [-1.452, 0.490, -2.675], [-1.010, -0.847, -2.541], [0.092, -1.043, -1.528], [1.347, -0.612, -2.036], [2.240, -0.245, -1.025], [-0.252, 0.186, -7.366], [0.140, -1.428, -6.736], [-1.499, -0.778, -6.528], [-1.789, 1.043, -5.200], [-0.325, 2.032, -5.440], [-1.029, 2.368, -3.221], [0.404, 1.340, -3.100], [-0.734, -1.270, -3.509], [-1.883, -1.393, -2.173], [0.159, -2.112, -1.282], [-0.159, -0.488, -0.614], [1.813, 0.557, -0.400], [3.151, 0.123, -1.495], [2.496, -1.101, -0.385], [-4.120, -2.921, -11.263], [-4.200, -3.399, -9.940], [-4.823, -4.668, -9.860], [-4.467, -5.367, -8.569], [-3.165, -5.928, -8.550], [-2.070, -5.045, -8.392], [-1.874, -4.545, -6.979], [-2.820, -3.542, -6.654], [-3.047, -3.435, -5.270], [-5.115, -2.747, -11.688], [-3.579, -1.977, -11.237], [-3.575, -3.622, -11.905], [-4.517, -5.296, -10.706], [-5.914, -4.538, -9.899], [-5.139, -6.223, -8.469], [-4.632, -4.707, -7.715], [-2.124, -4.209, -9.092], [-1.190, -5.641, -8.646], [-0.862, -4.125, -6.893], [-1.960, -5.389, -6.284], [-3.387, -4.387, -4.845], [-3.824, -2.687, -5.119], [-2.138, -3.110, -4.747]],
  "forces_ev_per_a": [[-0.135, -0.198, 0.169], [0.287, -0.289, 0.116], [0.159, 0.257, -0.120], [0.240, 0.239, -0.107], [-0.521, -0.266, 0.288], [0.271, -0.090, -0.113], [-0.153, -0.087, -0.234], [-0.110, 0.047, 0.104], [0.031, 0.103, 0.009], [-0.109, -0.165, 0.046], [-0.023, 0.252, 0.192], [-0.278, -0.145, 0.301], [0.311, 0.146, 0.032], [-0.326, 0.079, -0.126], [0.123, -0.150, -0.019], [-0.254, -0.090, 0.121], [0.494, 0.113, -0.422], [0.140, -0.066, -0.091], [-0.392, 0.344, 0.071], [0.697, -0.093, -0.292], [0.145, -0.314, 0.143], [-0.393, -0.298, 0.207], [0.020, 0.141, -0.084], [0.071, 0.054, -0.038], [-0.010, 0.013, -0.079], [-0.035, 0.167, -0.061], [-0.120, 0.028, -0.051], [-0.089, -0.085, -0.008], [-0.071, 0.032, 0.098], [0.009, -0.030, 0.156], [-0.022, -0.043, 0.052], [0.051, -0.007, -0.078], [0.015, -0.026, -0.005], [-0.006, -0.019, 0.007], [0.080, -0.113, -0.004], [0.009, -0.098, -0.049], [0.005, -0.041, -0.041], [-0.238, -0.017, -0.045], [-0.076, -0.037, 0.100], [0.030, -0.001, 0.063], [-0.023, 0.022, -0.070], [-0.076, 0.043, 0.048], [0.013, 0.018, 0.047], [0.126, 0.078, -0.025], [0.111, -0.017, -0.037], [0.031, 0.001, -0.075], [-0.028, 0.033, 0.087], [0.024, 0.101, -0.059], [-0.015, 0.099, 0.058], [-0.113, 0.185, 0.045], [0.025, 0.143, -0.244], [-0.033, -0.088, 0.013], [0.145, 0.146, 0.018], [-0.083, -0.102, 0.098], [-0.012, -0.050, -0.099], [0.058, -0.002, -0.040], [-0.009, 0.111, 0.042], [-0.008, -0.064, 0.144], [-0.079, 0.008, -0.215], [-0.012, 0.000, 0.069], [-0.003, 0.032, -0.011], [-0.011, -0.025, -0.003], [-0.023, 0.002, -0.022], [0.007, 0.009, -0.014], [-0.020, 0.081, -0.063], [0.010, -0.012, 0.000], [-0.044, 0.028, 0.101], [-0.014, -0.116, -0.004], [-0.014, 0.013, 0.012], [0.083, 0.021, -0.048], [-0.009, 0.000, -0.019], [0.060, -0.015, 0.028], [-0.009, 0.013, 0.048], [0.041, -0.020, -0.052], [0.048, 0.020, -0.022], [-0.130, -0.083, 0.107], [0.146, -0.025, -0.088], [-0.040, 0.090, -0.081], [0.055, 0.053, 0.166], [-0.190, -0.105, -0.082], [0.108, -0.111, -0.045], [-0.117, 0.214, 0.009], [0.096, -0.045, -0.012], [-0.027, 0.001, -0.004], [0.020, 0.011, -0.007], [0.010, 0.009, -0.018], [-0.014, 0.018, 0.006], [-0.085, 0.031, -0.018], [0.002, -0.003, 0.018], [0.016, -0.096, -0.066], [0.146, 0.014, 0.042], [0.004, -0.025, -0.003], [-0.064, 0.024, 0.086], [-0.002, 0.018, 0.003], [0.026, -0.040, 0.046], [-0.003, -0.044, -0.045], [0.041, 0.102, 0.027], [-0.059, 0.066, 0.039], [0.183, -0.110, -0.008], [-0.048, 0.145, 0.004], [-0.088, -0.047, 0.044], [0.009, -0.043, 0.020], [0.081, -0.011, -0.075], [0.039, 0.149, 0.026], [-0.180, -0.145, -0.035], [0.107, 0.142, -0.041], [0.008, -0.023, -0.025], [-0.021, 0.014, 0.010], [-0.027, -0.009, -0.014], [0.000, -0.018, 0.002], [-0.010, -0.078, -0.064], [0.000, 0.001, 0.019], [0.045, 0.085, -0.059], [-0.066, 0.058, 0.074], [0.003, 0.009, -0.019], [0.037, -0.082, 0.055], [-0.011, -0.014, -0.008], [0.045, -0.005, 0.011], [0.009, 0.021, -0.014], [-0.024, -0.051, 0.072]],
  "total_charge": 1,
  "total_energy_ha": -2708.1288,
  "homo_lumo_gap_ev": 6.767
}

***

{
  "formula": "C33H71N7O8",
  "method": "wB97M-V/def2-TZVPD",
  "elements": ["C", "C", "C", "C", "C", "C", "O", "N", "C", "C", "O", "C", "C", "C", "C", "C", "C", "C", "H", "H", "H", "H", "H", "H", "H", "H", "H", "H", "H", "H", "H", "H", "H", "H", "H", "H", "H", "H", "H", "H", "H", "H", "H", "H", "H", "H", "H", "C", "O", "N", "C", "C", "H", "H", "H", "H", "H", "H", "H", "C", "O", "N", "C", "C", "H", "H", "H", "H", "H", "H", "H", "C", "O", "N", "C", "C", "H", "H", "H", "H", "H", "H", "H", "C", "O", "N", "C", "C", "H", "H", "H", "H", "H", "H", "H", "C", "O", "N", "C", "C", "H", "H", "H", "H", "H", "H", "H", "C", "O", "N", "C", "C", "H", "H", "H", "H", "H", "H", "H"],
  "coordinates": [[0.553, 3.084, 0.884], [0.371, 2.065, -0.389], [-0.258, 2.900, -1.694], [-1.131, 1.804, -2.544], [0.883, 3.703, -2.555], [0.708, 5.255, -1.957], [1.429, 5.875, -1.002], [-0.453, 5.808, -2.810], [-0.787, 4.871, -3.990], [0.632, 4.063, -4.135], [0.798, 3.032, -5.170], [2.143, 3.342, -5.758], [2.657, 2.226, -6.843], [1.698, 2.239, -8.206], [4.209, 2.633, -7.312], [5.292, 2.485, -6.048], [6.022, 3.930, -5.672], [6.386, 1.273, -6.350], [1.445, 3.837, 0.653], [-0.437, 3.703, 1.074], [0.821, 2.559, 1.896], [1.347, 1.471, -0.657], [-0.446, 1.236, -0.124], [-0.964, 3.725, -1.202], [-1.190, 1.996, -3.697], [-0.759, 0.683, -2.396], [-2.252, 1.880, -2.141], [1.951, 3.264, -2.336], [0.024, 6.579, -3.366], [-1.769, 4.272, -3.682], [-1.200, 5.496, -4.908], [1.416, 4.933, -4.330], [2.888, 3.369, -4.825], [2.145, 4.389, -6.322], [2.596, 1.111, -6.436], [0.892, 1.370, -8.183], [2.391, 2.031, -9.147], [1.199, 3.289, -8.403], [4.502, 1.926, -8.225], [4.184, 3.750, -7.725], [4.714, 2.161, -5.057], [6.493, 4.465, -6.601], [6.884, 3.796, -4.857], [5.146, 4.629, -5.265], [5.991, 0.328, -5.738], [7.466, 1.508, -5.960], [6.335, 0.985, -7.490], [-3.071, -1.626, -2.544], [-3.576, -0.511, -2.563], [-2.658, -2.336, -3.652], [-2.068, -3.654, -3.544], [-2.819, -1.747, -4.965], [-2.902, -2.166, -1.598], [-1.061, -3.626, -3.971], [-2.685, -4.364, -4.102], [-2.008, -3.974, -2.501], [-2.265, -0.805, -5.003], [-3.880, -1.539, -5.135], [-2.449, -2.424, -5.740], [-6.357, -0.716, -6.296], [-5.231, -1.069, -5.969], [-7.077, 0.304, -5.710], [-8.407, 0.660, -6.157], [-6.486, 1.043, -4.613], [-6.900, -1.210, -7.118], [-8.402, 1.704, -6.485], [-9.104, 0.540, -5.323], [-8.728, 0.025, -6.987], [-5.556, 1.506, -4.956], [-6.255, 0.349, -3.800], [-7.172, 1.815, -4.255], [2.145, -0.012, 2.932], [1.212, 0.060, 2.143], [2.066, 0.229, 4.288], [3.221, 0.122, 5.155], [0.791, 0.601, 4.863], [3.160, -0.287, 2.601], [3.020, -0.635, 5.919], [3.394, 1.090, 5.634], [4.112, -0.165, 4.591], [0.067, -0.196, 4.669], [0.439, 1.520, 4.386], [0.885, 0.758, 5.941], [1.400, -3.554, 8.504], [0.895, -2.439, 8.485], [1.813, -4.264, 7.396], [2.403, -5.581, 7.504], [1.652, -3.675, 6.082], [1.569, -4.094, 9.450], [3.410, -5.553, 7.077], [1.786, -6.291, 6.945], [2.464, -5.901, 8.547], [2.207, -2.732, 6.044], [0.591, -3.466, 5.913], [2.022, -4.351, 5.308], [0.899, -2.101, 11.853], [1.866, -2.682, 12.329], [-0.250, -1.766, 12.538], [-1.352, -1.078, 11.899], [-0.360, -2.113, 13.940], [0.877, -1.792, 10.795], [-1.523, -0.129, 12.416], [-2.247, -1.702, 11.970], [-1.135, -0.880, 10.846], [0.455, -1.632, 14.490], [-0.266, -3.197, 14.047], [-1.321, -1.784, 14.344], [-1.565, -4.156, 3.024], [-0.588, -3.975, 3.739], [-1.536, -4.306, 1.654], [-2.741, -4.516, 0.879], [-0.263, -4.252, 0.966], [-2.583, -4.213, 3.444], [-2.660, -5.471, 0.352], [-2.842, -3.704, 0.154], [-3.625, -4.536, 1.522], [0.386, -5.041, 1.357], [0.205, -3.282, 1.160], [-0.399, -4.386, -0.110]],
  "forces_ev_per_a": [[0.660, 0.330, -0.025], [-1.052, 0.220, 0.292], [-0.045, -1.007, 0.459], [-1.009, 0.015, 0.003], [0.356, 1.004, 1.309], [2.697, 0.922, 2.012], [-4.986, -3.542, -6.255], [2.960, 0.564, -0.897], [-1.112, -0.608, 0.347], [-0.579, 1.125, 0.878], [1.596, 2.280, 0.684], [0.991, -0.884, -0.120], [-0.433, 0.248, -0.921], [0.478, -0.214, -0.347], [-0.503, -0.168, 0.553], [0.483, 0.075, 0.230], [-0.601, -0.138, 0.018], [-1.146, -0.466, 0.505], [-2.066, -1.443, 0.458], [2.017, -1.225, -0.558], [-0.568, 0.688, -2.124], [-1.778, 1.357, 0.465], [1.791, 1.851, -0.466], [1.267, -1.894, -1.258], [0.289, -0.233, 2.175], [-0.690, 2.547, -0.190], [2.462, -0.472, -0.881], [-2.071, 1.000, -0.484], [-0.902, -0.426, 1.650], [2.542, 0.683, -0.561], [1.489, -1.084, 1.807], [-1.567, -1.721, 0.214], [-1.351, 0.076, -2.181], [-0.148, -2.062, 1.271], [0.386, 2.519, -0.522], [1.580, 2.071, 0.065], [-1.427, 0.360, 1.948], [0.876, -2.166, 0.585], [-0.556, 1.525, 2.080], [0.084, -2.315, 0.921], [1.093, 0.727, -2.251], [-0.910, -1.162, 1.632], [-2.091, 0.252, -1.711], [2.093, -1.344, -0.713], [1.007, 1.895, -1.427], [-2.112, -0.345, -0.980], [0.506, 0.635, 2.294], [0.079, -0.071, -1.114], [0.285, -0.737, -0.146], [-0.186, 0.447, 1.664], [-0.098, 0.312, -0.117], [-0.118, 0.247, 0.142], [0.065, -0.097, -0.028], [-0.019, -0.224, 0.051], [0.175, -0.132, 0.066], [-0.041, 0.093, -0.094], [-0.016, -0.035, -0.147], [1.080, -0.151, 0.180], [0.010, 0.019, 0.220], [-0.460, 0.844, 0.586], [-1.786, 0.712, -0.677], [0.670, -1.307, -0.922], [0.158, 0.040, 0.131], [0.339, -0.141, 0.137], [-0.066, 0.088, 0.044], [-0.212, -0.077, -0.018], [-0.116, 0.081, -0.175], [0.118, 0.061, 0.132], [-0.054, -0.010, 0.241], [0.128, 0.244, 0.008], [0.058, -0.186, -0.161], [-0.568, 0.179, 0.651], [0.524, -0.068, 0.735], [0.369, -0.306, -1.442], [-0.236, 0.046, 0.010], [-0.229, -0.009, -0.247], [0.038, 0.014, 0.125], [0.205, 0.123, 0.069], [0.164, -0.146, 0.093], [-0.180, 0.047, 0.006], [-0.051, 0.174, 0.112], [-0.125, -0.094, 0.136], [0.085, -0.086, -0.224], [0.202, -0.338, -0.862], [0.283, -0.510, -0.270], [-0.351, 0.652, 1.459], [-0.079, 0.184, -0.119], [-0.269, 0.307, 0.055], [0.049, -0.053, -0.055], [-0.030, -0.218, 0.062], [0.174, -0.113, 0.069], [-0.037, 0.127, -0.134], [-0.082, -0.070, -0.159], [0.243, 0.010, -0.234], [-0.119, 0.090, 0.214], [-0.365, 0.147, 0.357], [-0.721, 0.251, 0.039], [1.019, -0.269, -0.719], [0.107, -0.087, 0.172], [0.281, -0.122, -0.028], [-0.121, -0.004, 0.062], [-0.174, 0.001, -0.151], [-0.085, 0.191, -0.108], [0.058, -0.099, 0.171], [-0.134, -0.149, 0.117], [-0.008, 0.122, 0.198], [0.159, -0.026, -0.170], [0.493, 0.014, -0.675], [-0.531, -0.180, -0.722], [-0.298, 0.102, 1.444], [0.261, 0.020, 0.013], [0.225, 0.107, 0.283], [-0.020, -0.009, -0.123], [-0.206, 0.073, -0.073], [-0.191, -0.129, -0.022], [0.186, 0.025, -0.047], [0.075, 0.126, -0.154], [0.103, -0.134, -0.123], [-0.080, 0.016, 0.220]],
  "e_above_lowest_kcal_mol": 193.4,
  "total_charge": 0,
  "total_energy_ha": -2284.8761,
  "homo_lumo_gap_ev": 9.329,
  "smiles": "CC[C@H](C)[C@@H]1C(=O)NC[C@@H]1OC[C@@H](C)CC(C)C.CN(C)C=O.CN(C)C=O.CN(C)C=O.CN(C)C=O.CN(C)C=O.CN(C)C=O"
}

***

Number 1: LUMO level -3.565 eV. Number 2: LUMO level 0.616 eV.